The following is a DFT calculation (ωB97M-V/def2-TZVPD) of one molecule with the formula C11H21N3O4.

Computed properties:
total charge = 0
SMILES = CC(C)C[C@H](NC(=O)[C@@H](N)CCC(N)=O)C(=O)O
molecular weight = 259.31 g mol⁻¹
relative energy (zero: lowest compared OMol25 entry of this formula, charge and spin) = 3.692 eV
LUMO energy = 0.620 eV
strongest force on any atom = 4.55 eV/A
energy = -896.92352 hartree

Last column: Mulliken charge in e.
Element x y z (Å)
C  4.606  -0.744  -1.305  -1.46
C  3.533  -0.379  -0.190  1.11
C  3.751  1.040  0.428  -1.71
C  2.176  -0.602  -0.926  -1.91
C  0.958  -0.399  -0.090  0.84
N  0.642  0.959  0.287  0.16
C  -0.584  1.474  0.509  0.13
O  -0.953  2.519  1.006  -0.68
C  -1.815  0.607  -0.246  -0.25
N  -1.333  0.243  -1.583  -0.44
C  -2.603  -0.243  0.768  -0.46
C  -3.755  -0.789  0.003  -0.68
C  -4.821  0.275  -0.312  0.37
N  -5.776  0.438  0.623  -0.37
O  -4.775  0.864  -1.385  -0.58
C  1.068  -1.128  1.233  -0.13
O  0.801  -2.314  1.353  -0.60
O  1.637  -0.409  2.216  -0.34
H  5.539  -1.161  -0.722  0.33
H  4.167  -1.565  -1.794  0.48
H  4.925  0.120  -1.885  0.34
H  3.551  -1.117  0.655  0.26
H  4.715  1.134  0.846  0.49
H  3.773  1.951  -0.195  0.35
H  3.100  1.171  1.298  0.40
H  2.294  -1.667  -1.185  0.52
H  2.175  -0.074  -1.896  0.23
H  0.080  -0.951  -0.342  0.43
H  1.490  1.489  0.393  0.07
H  -2.719  1.195  -0.400  0.58
H  -2.095  0.021  -2.122  0.23
H  -0.723  0.809  -2.153  0.18
H  -1.884  -0.969  1.116  0.27
H  -2.853  0.529  1.491  0.36
H  -4.161  -1.640  0.559  0.40
H  -3.479  -1.066  -1.016  0.28
H  -5.699  0.326  1.609  0.20
H  -6.580  0.907  0.322  0.25
H  1.628  -0.855  3.033  0.36